[1]
The following is a quantum chemistry calculation of a single C3H7NO molecule, from the Open Molecules 2025 dataset.

Each line ends with the natural charge from an NBO analysis.
CARTESIAN COORDINATES (ANGSTROEM)
C 0.26 -2.04 0.12  -0.694
N 0.12 -0.49 0.51  -0.688
C 0.16 0.48 -0.49  0.669
O 0.83 0.32 -1.49  -0.559
C -0.70 1.69 -0.24  -0.715
H 1.11 -0.98 0.69  0.476
H 0.86 -2.06 -0.79  0.206
H 0.67 -2.55 1.00  0.175
H -0.54 -0.36 1.27  0.419
H -1.67 1.55 -0.72  0.247
H -0.23 2.56 -0.69  0.249
H -0.87 1.87 0.83  0.216

Values from the calculation:
* LUMO level: 0.61 eV
* frontier orbital gap: 7.92 eV
* energy relative to the best compared isomer or geometry (same formula, charge and spin): 4.7146 eV
* net charge: 0
* multiplicity: 1
* E_HOMO: -7.3 eV
* DFT total energy: -6758.036 eV

=====

[2]
The following is a quantum chemistry calculation of a gas-phase ion, C5H8O3P (charge -1) in a non-equilibrium geometry, from the Open Molecules 2025 dataset.

Each line ends with the natural charge from an NBO analysis.
CARTESIAN COORDINATES (ANGSTROEM)
C -0.14 0.73 -1.07  -0.388
C 1.16 0.80 -1.27  -0.454
C -0.67 0.03 0.10  0.461
C -0.69 -1.45 0.06  -0.759
C -1.65 0.73 0.98  -0.686
O 3.48 0.63 0.27  -1.174
O 2.14 -1.49 -0.31  -1.190
O 1.18 0.28 1.28  -1.009
P 2.15 -0.03 0.09  2.341
H -0.87 1.24 -1.69  0.199
H 1.60 1.29 -2.13  0.202
H 0.36 -1.77 -0.03  0.356
H -1.20 -1.81 -0.84  0.219
H -1.15 -1.88 0.95  0.198
H -1.52 0.40 2.01  0.247
H -2.67 0.49 0.66  0.214
H -1.51 1.81 0.95  0.223

Values from the calculation:
* LUMO level: 3.24 eV
* frontier orbital gap: 7.40 eV
* energy relative to the best compared isomer or geometry (same formula, charge and spin): 1.6829 eV
* net charge: -1
* multiplicity: 1
* E_HOMO: -4.2 eV
* DFT total energy: -20747.506 eV

=====

[3]
The following is a quantum chemistry calculation of 3 unconnected molecules or ions with the total composition C3H9N2O2 in a non-equilibrium geometry, from the Open Molecules 2025 dataset.

Each line ends with the natural charge from an NBO analysis.
CARTESIAN COORDINATES (ANGSTROEM)
C -0.83 1.33 -0.15  -0.017
C -0.92 1.43 1.25  -0.050
N 0.27 1.11 1.85  -0.478
C 1.15 0.92 0.82  0.272
N 0.57 1.05 -0.35  -0.454
H -1.50 1.39 -0.96  0.269
H -1.84 1.53 1.76  0.255
H 0.60 0.90 2.75  0.459
H 2.27 0.79 1.03  0.260
H 0.89 0.57 -1.15  0.472
H -1.73 -0.87 -2.19  0.475
H -0.60 -1.69 -1.72  0.506
O -0.76 -0.75 -2.09  -0.988
H 1.46 -2.75 -0.67  0.491
H 0.32 -2.63 0.35  0.490
O 0.65 -2.31 -0.54  -0.964

Values from the calculation:
* LUMO level: -3.31 eV
* frontier orbital gap: 10.84 eV
* energy relative to the best compared isomer or geometry (same formula, charge and spin): 1.5011 eV
* net charge: +1
* multiplicity: 1
* E_HOMO: -14.2 eV
* DFT total energy: -10325.351 eV

=====

[4]
The following is a quantum chemistry calculation of a single CH5NO2S molecule in a non-equilibrium geometry, from the Open Molecules 2025 dataset.

Each line ends with the natural charge from an NBO analysis.
CARTESIAN COORDINATES (ANGSTROEM)
C 1.55 0.10 0.16  -0.289
O 0.39 -0.55 0.58  -0.675
S -0.86 -0.12 -0.21  1.917
N -2.00 -1.00 0.26  -1.130
O -0.97 1.64 -0.13  -0.910
H 2.54 -0.15 0.62  0.224
H 1.29 1.04 0.54  0.227
H 1.53 0.09 -0.92  0.178
H -0.58 -0.32 -1.48  0.033
H -2.89 -0.73 0.58  0.425

Values from the calculation:
* LUMO level: 0.52 eV
* frontier orbital gap: 10.52 eV
* energy relative to the best compared isomer or geometry (same formula, charge and spin): 5.4159 eV
* SMILES: CO[S@@H](=N)=O
* net charge: 0
* multiplicity: 1
* E_HOMO: -10.0 eV
* DFT total energy: -17533.527 eV

=====

[5]
The following is a quantum chemistry calculation of a gas-phase ion, C8H8N3S (charge +1) in a non-equilibrium geometry, from the Open Molecules 2025 dataset.

Each line ends with the natural charge from an NBO analysis.
CARTESIAN COORDINATES (ANGSTROEM)
C -2.62 -1.32 0.46  -0.091
C -2.92 -0.23 -0.38  -0.193
C -1.34 -1.75 0.55  -0.230
C -2.01 0.67 -0.91  -0.178
C -0.38 -0.97 -0.04  0.212
C -0.64 0.37 -0.58  0.170
C 1.96 -0.61 -0.04  0.126
C 1.57 1.07 -0.18  0.090
N 0.93 -1.29 0.06  -0.357
N 0.26 1.31 -0.42  -0.261
N 1.97 1.75 0.98  -0.811
S 3.46 -1.21 -0.49  0.233
H -3.39 -1.77 1.08  0.250
H -4.07 -0.15 -0.60  0.257
H -1.10 -2.71 1.01  0.263
H -2.41 1.50 -1.66  0.282
H 2.17 1.03 -1.05  0.273
H 1.36 2.41 1.39  0.414
H 2.97 1.95 1.12  0.400
H 4.21 -0.04 -0.29  0.155

Values from the calculation:
* LUMO level (alpha / beta): -6.20 / -6.21 eV
* frontier orbital gap (alpha / beta): 6.47 / 6.47 eV
* energy relative to the best compared isomer or geometry (same formula, charge and spin): 2.6359 eV
* net charge: +1
* multiplicity: 1
* E_HOMO (alpha / beta): -12.7 / -12.7 eV
* DFT total energy: -23721.160 eV

=====

[6]
The following is a quantum chemistry calculation of a molecular structure, C18H19IIrN5O3, from the Open Molecules 2025 dataset.

Each line ends with the Löwdin spin population.
CARTESIAN COORDINATES (ANGSTROEM)
Ir -0.51 -0.32 0.14  2.432
C 3.21 -2.88 -1.63  0.027
C 2.51 -2.01 -2.61  0.183
N 2.75 -2.16 -3.89  -0.019
C 2.09 -1.38 -4.76  0.230
C 1.16 -0.38 -4.42  0.035
C 0.54 0.47 -5.51  0.001
O -0.86 0.60 -5.34  -0.001
C 0.85 -0.20 -3.09  0.084
C 0.00 0.94 -2.71  -0.007
N -0.52 1.13 -1.56  0.139
C -1.30 2.31 -1.35  0.009
C -2.06 2.90 -2.36  0.009
C -2.78 4.05 -2.11  0.001
C -2.76 4.64 -0.85  0.008
C -2.03 4.06 0.18  0.002
C -1.33 2.90 -0.09  0.013
I -0.29 1.97 1.47  0.131
C 1.51 -1.04 -2.13  0.115
O 1.30 -0.98 -0.89  0.372
H 4.15 -3.22 -2.07  0.002
H 2.60 -3.77 -1.44  0.012
H 3.39 -2.37 -0.69  0.004
H 2.35 -1.53 -5.80  0.009
H 0.80 0.07 -6.48  0.000
H 0.97 1.48 -5.47  0.000
H -1.31 0.01 -5.95  0.000
H -0.14 1.70 -3.47  0.003
H -2.12 2.43 -3.33  0.000
H -3.37 4.49 -2.90  0.000
H -3.32 5.54 -0.66  0.000
H -2.03 4.49 1.16  0.001
C -3.85 -5.17 -0.49  0.001
N -3.22 -3.86 -0.34  0.005
C -3.93 -2.60 -0.54  0.003
C -2.81 -1.63 -0.30  0.023
O -2.81 -0.40 -0.33  0.113
N -1.66 -2.29 -0.04  0.052
C -1.94 -3.62 -0.09  0.006
N -1.02 -4.54 0.10  0.001
H -4.90 -5.09 -0.21  0.000
H -3.39 -5.89 0.18  0.000
H -3.78 -5.53 -1.52  0.000
H -4.74 -2.47 0.19  0.000
H -4.34 -2.50 -1.54  0.000
H -0.10 -4.26 0.41  0.000
H -1.24 -5.52 0.11  0.000

Values from the calculation:
* LUMO level (alpha / beta): -6.37 / -8.58 eV
* frontier orbital gap (alpha / beta): 8.07 / 5.89 eV
* net charge: +2
* multiplicity: 5
* E_HOMO (alpha / beta): -14.4 / -14.5 eV
* DFT total energy: -43490.076 eV

=====

Among the records above, which one has the lowest net charge?
C5H8O3P